(1)
# C18H42N2O4

A 4-piece molecular cluster, C18H42N2O4 overall at a distorted geometry (ωB97M-V with the def2-TZVPD basis set, the Open Molecules 2025 dataset).

The energy above the lowest of the compared OMol25 structures with the same formula, charge and spin comes out at 168.9 kJ/mol. The highest occupied orbital energy comes out at -7.167 eV. Its SMILES is CC1(C)CCCC(C)(C)N1O.CC1(C)CCCC(C)(C)N1O.O.O. As for the energy: -30514.254 eV. The calculation puts the HOMO-LUMO gap at 7.229 eV. The calculation puts the lowest unoccupied orbital energy at 0.06 eV.

XYZ file:
```
66
Properties=species:S:1:pos:R:3:forces:R:3
C -0.3005 -2.7354 3.9143 -0.785 0.575 -1.089
C -1.0573 -1.4202 3.4754 0.702 0.080 1.240
C -2.0549 -1.6288 2.3442 0.541 -1.124 -0.363
C -1.9389 -0.8818 4.7003 0.415 -0.775 -0.011
C -1.1865 -0.1313 5.7618 1.233 0.717 -0.839
C -0.3626 0.9995 5.0683 -2.353 -1.183 1.847
C 0.5980 0.4974 4.0426 -0.310 1.476 -2.274
C 1.0317 1.8007 3.3352 0.504 0.379 -2.045
C 1.8241 0.0046 4.6770 1.372 -2.682 0.958
N -0.0567 -0.4493 3.0461 -0.921 3.396 2.767
O 0.7137 -0.6787 1.9298 0.582 -1.197 0.158
H 0.3756 -3.0236 3.1094 -0.244 -0.112 -0.332
H 0.3907 -2.5998 4.7462 -0.611 0.116 0.421
H -1.0613 -3.5042 4.0493 0.344 -0.330 0.383
H -1.6076 -2.2823 1.5951 -0.118 -0.310 -0.057
H -2.9321 -2.1106 2.7761 -0.187 -0.018 -0.339
H -2.3065 -0.7380 1.7688 -0.099 0.289 0.611
H -2.8384 -0.3623 4.3701 0.256 0.406 -0.366
H -2.3331 -1.7247 5.2680 -0.160 -0.658 -0.594
H -1.8387 0.2875 6.5281 -0.105 -0.008 -0.059
H -0.5144 -0.8335 6.2549 0.134 0.004 0.186
H 0.0984 1.5440 5.8923 0.512 0.298 -0.425
H -1.1451 1.6218 4.6341 0.263 0.350 -0.298
H 1.6941 1.6717 2.4793 0.294 -0.898 -0.045
H 1.6395 2.4985 3.9113 -0.493 -0.108 0.732
H 0.2439 2.3439 2.8133 -0.602 0.035 0.606
H 1.6181 -0.8549 5.3149 -0.371 0.162 0.752
H 2.3683 0.7422 5.2668 -0.004 0.009 -0.225
H 2.4692 -0.5506 3.9961 0.360 0.803 -0.597
H 0.1169 -0.4910 1.2017 -0.150 0.297 -0.710
C 0.7887 2.4854 -2.0686 -0.879 0.723 0.243
C 0.9513 1.5692 -3.2722 1.325 0.195 -0.970
C 0.9499 2.4376 -4.5733 0.239 -0.148 -0.032
C 2.3384 0.8747 -3.0956 0.299 -0.951 -0.557
C 2.6286 -0.4406 -3.9547 0.575 2.906 0.438
C 1.5341 -1.3615 -3.7017 -1.640 -0.324 0.837
C 0.1119 -0.7603 -4.0241 0.103 1.085 -0.393
C 0.0063 -0.4981 -5.5163 0.297 -0.587 -0.518
C -0.9475 -1.7754 -3.6279 0.700 -0.724 -0.449
N -0.0823 0.5362 -3.2769 0.532 -1.000 1.399
O -1.3573 1.1387 -3.4910 0.549 -0.488 -0.462
H 0.0268 3.2294 -2.3010 -0.366 -0.073 0.124
H 1.6479 3.1102 -1.8246 0.427 -0.356 -0.311
H 0.4957 1.9664 -1.1559 0.032 -0.197 -0.062
H 1.7197 2.0523 -5.2419 -0.140 0.042 -0.263
H 1.1888 3.4891 -4.4138 0.213 -0.032 0.430
H -0.0107 2.4677 -5.0875 -0.033 -0.357 0.117
H 3.1520 1.5871 -3.2323 -0.201 0.289 -0.247
H 2.4109 0.6126 -2.0401 -0.032 -0.355 0.129
H 3.5728 -0.8742 -3.6253 0.088 0.103 -0.014
H 2.7226 -0.2134 -5.0166 0.110 0.191 -0.072
H 1.5878 -1.5391 -2.6276 -0.373 -0.455 0.217
H 1.7523 -2.2992 -4.2126 -0.711 -0.182 -0.110
H -1.0115 -0.2494 -5.8170 0.087 0.279 0.064
H 0.7251 0.2476 -5.8557 -0.308 0.053 0.016
H 0.2726 -1.4228 -6.0283 -0.066 -0.135 -0.214
H -0.8659 -2.0602 -2.5789 -0.384 0.210 0.073
H -1.9598 -1.6015 -3.9927 0.006 0.550 0.437
H -0.6392 -2.6526 -4.1967 -0.059 -0.385 0.083
H -1.7316 1.1050 -2.6076 -0.447 0.034 0.102
O -0.7972 -0.2521 -0.3875 0.357 -0.290 0.650
H -1.6598 0.1130 -0.5844 -0.458 0.035 0.070
H -0.3397 -0.2540 -1.2284 0.405 0.163 -0.671
O -3.2287 0.6580 -1.1822 -0.091 0.199 -0.086
H -3.6813 1.4302 -0.8430 -0.047 0.322 0.189
H -3.9195 0.1332 -1.5867 -0.107 -0.325 -0.182
```
Positions in Å, forces in eV/Å.

(2)
# C18H42N6O6

A 6-piece molecular cluster, C18H42N6O6 overall at a distorted geometry (ωB97M-V with the def2-TZVPD basis set, the Open Molecules 2025 dataset).

The energy above the lowest of the compared OMol25 structures with the same formula, charge and spin comes out at 1049.9 kJ/mol. The highest occupied orbital energy comes out at -8.820 eV. Its SMILES is CN(C)C=O.CN(C)C=O.CN(C)C=O.CN(C)C=O.CN(C)C=O.CN(C)C=O. As for the energy: -40564.793 eV. The calculation puts the HOMO-LUMO gap at 9.017 eV. The calculation puts the lowest unoccupied orbital energy at 0.20 eV.

XYZ file:
```
72
Properties=species:S:1:pos:R:3:forces:R:3
C 5.3266 35.0625 31.0999 3.480 -0.272 1.239
N 4.6143 33.8207 30.7624 2.443 -0.333 -1.477
C 5.1987 32.9509 29.6474 1.417 -0.585 1.843
C 3.4883 33.5201 31.4193 -0.952 -2.322 -2.939
O 2.7331 32.6505 30.9298 0.628 1.331 1.923
H 6.4311 35.2584 30.6060 -3.322 -0.598 0.232
H 5.7792 34.9162 32.1456 -1.197 0.625 -0.844
H 4.6633 35.9400 31.0318 0.617 -0.259 -0.011
H 6.2859 33.1776 29.4803 -0.790 -0.268 1.101
H 4.8695 33.1918 28.7220 -1.903 1.474 -2.824
H 5.0483 31.8319 29.5749 -0.051 1.234 1.505
H 3.3191 34.1250 32.3068 -0.236 0.051 0.298
C 9.3696 34.6135 38.4179 -4.588 -1.510 -3.811
N 9.5897 33.8060 37.0759 0.618 1.377 4.335
C 8.8683 34.3289 35.9997 -1.608 0.329 -1.718
C 10.4252 32.7456 37.1235 0.987 -0.293 -5.284
O 10.8518 32.1984 36.0551 -1.390 1.041 2.819
H 8.6773 34.0292 39.0933 0.590 1.219 -0.728
H 9.2135 35.7007 38.1921 -1.037 -1.237 -0.050
H 10.2756 34.6572 38.7111 6.258 -0.167 3.248
H 8.3768 33.5021 35.5183 -0.689 -0.380 -0.335
H 9.3163 34.8502 35.1316 0.840 -0.050 0.841
H 8.1350 35.0201 36.4465 0.083 -0.345 -0.572
H 10.8216 32.4124 38.0552 -0.063 0.018 1.169
C 8.1339 40.1615 40.0588 -0.735 -0.912 2.731
N 8.0891 38.7075 39.5346 -0.042 2.078 5.285
C 7.9066 37.5512 40.4476 -0.333 -1.616 -2.412
C 8.0272 38.6233 38.2819 -1.703 -3.188 -6.539
O 7.8052 37.6232 37.5432 0.639 0.221 1.778
H 8.2476 40.0770 41.2769 -0.621 0.393 -3.207
H 7.2741 40.8658 39.7265 0.984 -1.776 0.758
H 9.0206 40.6599 39.7174 0.621 -0.101 -0.232
H 8.2394 36.5549 39.9138 -1.042 2.208 0.869
H 6.9100 37.4612 40.8990 -0.139 0.069 -0.814
H 8.5130 37.6352 41.2764 1.774 0.534 1.643
H 8.0155 39.4750 37.6584 0.559 2.102 0.127
C 5.3333 38.1283 34.1045 -0.819 -0.582 0.831
N 6.4376 37.9580 33.1561 0.986 -0.864 5.920
C 7.6448 37.2735 33.6618 -0.069 -0.222 -2.873
C 6.3040 38.2271 31.9286 -2.685 3.104 -2.730
O 7.2086 38.1265 31.1249 -0.083 -0.328 -1.299
H 5.6237 38.1999 35.1856 0.367 0.020 -1.167
H 4.8005 37.1915 33.9929 -0.644 -0.234 0.510
H 4.5683 38.9193 33.9188 1.127 -0.388 -0.421
H 8.5150 37.9246 33.5848 0.100 -0.188 -0.458
H 7.7682 36.2945 33.1091 0.223 1.193 0.344
H 7.5572 37.0408 34.6557 -0.630 -0.432 2.533
H 5.1828 38.7453 31.8594 2.528 -1.164 -1.092
C 11.3659 37.5652 31.0999 -0.499 0.567 -0.158
N 12.1906 38.6176 31.7395 0.644 -0.466 -0.197
C 11.4319 39.8655 32.0084 1.436 1.684 4.695
C 13.5049 38.3422 32.1651 -1.627 6.762 0.992
O 14.1922 39.2603 32.7051 -1.476 -3.291 -1.246
H 10.6086 37.1849 31.8841 0.583 0.751 -1.717
H 11.9388 36.6712 30.7695 0.032 0.774 0.356
H 10.9698 38.0785 30.1333 -0.078 -1.324 1.846
H 12.0797 40.8296 32.2990 -0.690 -2.331 -1.601
H 11.0085 39.8171 33.1517 0.173 -0.407 -2.730
H 10.6391 40.1465 31.3061 0.412 -0.604 0.068
H 13.7909 37.3924 31.8708 1.028 -2.133 -0.296
C 1.0956 35.6171 32.4042 -2.435 3.801 -8.182
N 1.8591 36.7905 32.7577 0.564 0.348 0.219
C 1.8456 37.0890 34.1939 0.156 0.176 1.841
C 2.3316 37.6933 31.8443 1.339 2.521 0.574
O 3.0048 38.7114 32.1654 -1.811 -2.356 -0.322
H -0.0353 35.8863 32.2447 1.801 -0.437 0.722
H 1.1539 34.8490 33.0174 0.780 -3.544 2.796
H 1.3631 35.3061 31.1871 -0.445 0.550 3.766
H 2.7445 36.8222 34.8241 -0.030 0.609 -1.404
H 1.1985 36.3005 34.6602 -0.371 1.308 -0.478
H 1.5880 38.1898 34.4666 0.124 -2.057 -0.720
H 2.1037 37.6222 30.7399 -0.105 -0.908 1.132
```
Positions in Å, forces in eV/Å.

(3)
# C18H42NO21P5

A 5-piece molecular cluster, C18H42NO21P5 overall at a distorted geometry (ωB97M-V with the def2-TZVPD basis set, the Open Molecules 2025 dataset).

The highest occupied orbital energy comes out at -8.102 eV. Its SMILES is CP(C)C1=C(ON=O)C(=O)OC1=O.COP(=O)(OC)OC.COP(=O)(OC)OC.COP(=O)(OC)OC.COP(=O)(OC)OC. As for the energy: -110276.363 eV. The calculation puts the HOMO-LUMO gap at 6.911 eV. The calculation puts the lowest unoccupied orbital energy at -1.19 eV.

XYZ file:
```
87
Properties=species:S:1:pos:R:3:forces:R:3
C 3.6712 1.5081 -1.6403 0.710 -0.495 0.709
P 3.2857 -0.1181 -0.8614 -0.848 -0.700 -0.866
C 2.4447 0.3822 0.6908 0.863 0.708 0.014
C 4.9382 -0.7208 -0.3997 -0.951 1.276 0.536
C 5.4991 -0.8948 0.8058 0.033 -0.695 -1.145
O 4.9977 -0.6773 2.0337 0.414 0.592 -0.202
N 5.0874 -1.9855 2.8062 0.415 -0.497 0.234
O 5.8249 -1.8847 3.6696 -0.520 0.058 -0.173
C 6.8993 -1.3829 0.5482 -0.798 0.207 1.177
O 7.7796 -1.4016 1.3488 0.455 -0.471 -0.239
O 6.9893 -1.7294 -0.7637 0.982 0.285 -0.660
C 5.9413 -1.0937 -1.4381 -0.641 0.015 1.675
O 5.9173 -0.8845 -2.5918 0.309 -0.220 -1.034
H 4.2824 2.0651 -0.9274 -0.099 0.317 -0.099
H 2.7601 2.0444 -1.8827 -0.088 -0.091 -0.146
H 4.2830 1.2963 -2.5133 -0.178 0.159 -0.228
H 1.4642 0.7724 0.4260 -0.143 -0.302 -0.113
H 2.9873 1.2221 1.1324 0.009 -0.084 0.244
H 2.3869 -0.4232 1.4140 -0.173 -0.100 -0.039
C -2.5623 -0.6367 -5.1797 -0.064 -0.054 0.158
O -2.1494 0.5152 -4.4067 1.131 -1.499 -2.461
P -0.6358 1.1255 -4.6554 0.170 4.532 3.806
O 0.0557 0.9226 -3.3736 0.258 -0.757 -0.214
O -1.1982 2.6256 -4.8706 0.259 0.168 -0.004
C -1.8933 3.2632 -3.7948 -0.380 -0.027 -0.033
O 0.5686 1.4045 -5.7239 -1.533 -2.493 -1.207
C 0.3201 1.1555 -7.1234 0.000 0.170 -0.019
H -3.5719 -0.9052 -4.8808 0.020 0.038 0.095
H -2.5588 -0.4031 -6.2468 -0.050 -0.021 0.006
H -1.9003 -1.4821 -4.9839 -0.051 -0.027 0.001
H -1.5732 2.8851 -2.8256 0.072 -0.022 -0.022
H -2.9677 3.1112 -3.9085 -0.017 -0.035 0.042
H -1.6849 4.3287 -3.8417 0.088 -0.014 -0.047
H -0.5110 1.7673 -7.4810 0.019 0.017 0.018
H 0.1039 0.1002 -7.2975 0.052 0.010 -0.041
H 1.2186 1.4249 -7.6708 0.045 0.019 0.085
C -3.9103 4.8265 2.2186 0.167 -0.076 0.032
O -2.9908 5.6037 1.4240 -2.719 -1.332 -0.552
P -3.2098 5.6608 -0.2157 4.448 3.389 -1.796
O -2.0112 5.0114 -0.7637 -0.395 -0.747 0.087
O -3.1487 7.2781 -0.2314 0.008 0.046 -0.283
C -1.9540 7.9217 0.2084 -0.035 0.119 0.320
O -4.2693 5.6701 -1.4571 -1.545 -1.521 2.323
C -5.6804 5.7674 -1.1642 0.002 0.165 -0.064
H -3.6009 4.9034 3.2568 0.070 0.050 -0.025
H -4.9281 5.2110 2.1250 0.006 0.008 0.058
H -3.8827 3.7771 1.9177 -0.004 -0.001 0.045
H -1.0810 7.2869 0.0585 -0.040 -0.060 -0.035
H -2.0381 8.1846 1.2634 0.036 -0.032 0.027
H -1.8370 8.8336 -0.3730 -0.062 -0.022 -0.053
H -5.8964 6.6861 -0.6150 0.022 0.008 -0.025
H -6.0173 4.9039 -0.5885 -0.038 -0.006 -0.055
H -6.2122 5.7878 -2.1107 0.087 -0.013 -0.048
C -8.0069 -2.4192 -1.6502 0.088 0.157 -0.030
O -7.6736 -2.4809 -3.0527 0.259 -1.961 2.353
P -6.7343 -3.7332 -3.5902 0.521 1.116 -5.737
O -5.5033 -3.0847 -4.0641 0.292 0.037 0.752
O -7.7827 -4.0969 -4.7690 0.170 -0.176 -0.151
C -8.0562 -3.1183 -5.7693 -0.307 0.149 0.064
O -6.3326 -5.3039 -3.4349 -1.056 0.811 2.900
C -7.1090 -6.1352 -2.5430 -0.073 -0.089 -0.136
H -8.6143 -1.5330 -1.4907 0.007 0.019 -0.088
H -8.5794 -3.2977 -1.3463 -0.040 0.041 0.013
H -7.1011 -2.3413 -1.0452 -0.030 0.026 0.020
H -7.2132 -2.4414 -5.9060 0.046 -0.035 0.051
H -8.9443 -2.5459 -5.4991 0.018 0.053 0.009
H -8.2474 -3.6440 -6.7022 0.025 -0.072 0.032
H -8.1572 -6.1514 -2.8482 0.020 -0.001 -0.032
H -7.0280 -5.7810 -1.5144 0.030 -0.060 0.006
H -6.7080 -7.1424 -2.6004 0.074 0.034 -0.063
C 7.2322 -2.2256 6.1568 0.026 -0.076 0.199
O 6.4232 -2.6420 7.2811 2.723 -0.647 -0.874
P 6.8980 -3.9615 8.1448 -3.935 -0.830 3.671
O 5.8295 -4.9476 7.9361 0.322 -0.148 -0.604
O 6.8155 -3.2010 9.5676 0.127 -0.197 0.082
C 5.5493 -2.7134 10.0055 -0.056 0.330 -0.039
O 8.1853 -4.8375 8.6138 0.972 1.650 -2.375
C 9.5058 -4.2826 8.4222 0.021 0.027 0.172
H 6.7665 -1.3562 5.7128 -0.054 0.053 0.120
H 8.2384 -1.9570 6.4861 -0.018 0.042 -0.026
H 7.2862 -3.0216 5.4141 0.010 0.031 -0.029
H 4.7307 -3.2984 9.5869 0.051 -0.055 -0.037
H 5.4337 -1.6668 9.7209 -0.032 -0.001 -0.039
H 5.5234 -2.7876 11.0905 0.072 -0.043 0.000
H 9.6077 -3.3375 8.9595 -0.015 -0.022 0.018
H 9.7116 -4.1291 7.3618 0.042 -0.044 0.017
H 10.2227 -4.9946 8.8199 -0.077 -0.063 0.021
```
Positions in Å, forces in eV/Å.

(4)
# C18H43CeCl2IP2

C18H43CeCl2IP2 as an isolated structure at a distorted geometry (ωB97M-V with the def2-TZVPD basis set, the Open Molecules 2025 dataset).

The highest occupied orbital energy (alpha / beta) comes out at -1.791 / -1.753 eV. As for the multiplicity: 2. Its net charge is -1. As for the energy: -84019.932 eV. The calculation puts the HOMO-LUMO gap (alpha / beta) at 4.455 / 4.416 eV. The calculation puts the lowest unoccupied orbital energy (alpha / beta) at 2.66 / 2.66 eV.

XYZ file:
```
67
Properties=species:S:1:pos:R:3:forces:R:3
Ce -0.5630 -0.3065 0.9928 1.151 0.830 1.909
Cl 1.6815 -1.2380 0.1243 0.744 -0.657 -0.468
P 0.2124 0.5323 4.0359 -3.239 -1.520 -1.712
C 0.8424 2.1860 4.5150 0.013 -0.076 -0.053
C -1.3045 0.2843 5.0135 0.218 0.383 2.364
C 1.4617 -0.6524 4.6328 0.135 0.417 -0.032
C 0.4361 3.2738 3.5219 0.042 0.310 -0.076
H 1.9265 2.0192 4.4312 -0.078 0.294 0.093
C 0.4957 2.6208 5.9457 0.150 0.284 0.045
H -0.5730 2.8506 6.0517 0.204 -0.118 -0.071
H 1.0409 3.5522 6.1524 -0.089 -0.128 0.037
H 0.7666 1.8993 6.7249 -0.095 0.123 -0.259
H 0.7719 3.0598 2.5016 -0.120 -0.097 0.217
H 0.8915 4.2221 3.8365 -0.051 -0.052 -0.089
H -0.6514 3.4254 3.4988 0.264 -0.097 0.004
H 2.3887 -0.1747 4.2732 -0.072 -0.383 0.067
C 1.3064 -2.0278 3.9758 0.024 -0.207 0.188
C 1.5303 -0.7209 6.1675 0.334 -0.286 0.004
H 1.8952 0.2108 6.6167 -0.097 -0.194 -0.188
H 2.2475 -1.5084 6.4348 -0.088 0.098 0.091
H 0.5748 -0.9769 6.6405 0.163 0.090 -0.159
H 1.4482 -2.0233 2.8845 -0.007 0.251 0.307
H 0.3275 -2.4732 4.1950 0.291 0.129 -0.075
H 2.0759 -2.6805 4.4048 -0.039 -0.124 -0.153
C -2.4459 1.1604 4.4922 -0.153 -0.113 0.279
H -1.0316 0.6576 6.0188 -0.654 -0.182 0.309
C -1.7520 -1.1748 5.1451 -0.228 0.141 -0.051
H -2.1947 2.2305 4.5153 -0.079 -0.294 -0.124
H -3.3088 1.0033 5.1604 0.124 0.140 -0.215
H -2.7559 0.8754 3.4751 0.243 0.075 0.165
H -1.9684 -1.6113 4.1604 0.178 0.095 0.212
H -2.6916 -1.1763 5.7186 0.175 -0.129 -0.105
H -1.0307 -1.8077 5.6800 -0.233 0.204 -0.180
Cl -2.5268 -1.8335 1.6602 -1.067 -0.904 0.000
H 0.6631 0.6213 2.5305 2.330 0.689 -1.891
P 0.1306 -0.3913 -4.1154 -0.113 -0.007 0.215
C 1.7856 -0.9996 -4.7473 -0.303 -0.009 0.128
C -1.0824 -1.3572 -5.1590 0.432 0.259 -0.280
C 0.1134 1.3146 -4.8726 -0.014 -0.245 0.106
C 2.3588 -1.9989 -3.7374 0.240 0.096 0.053
H 2.4103 -0.0924 -4.7247 -0.086 -0.203 0.030
C 1.8300 -1.5741 -6.1608 0.390 0.011 -0.190
H 1.2616 -2.5080 -6.2493 0.116 0.208 0.014
H 2.8809 -1.8029 -6.3828 -0.144 -0.102 -0.119
H 1.4846 -0.8764 -6.9340 0.021 -0.253 0.242
H 2.3580 -1.5849 -2.7202 -0.053 -0.181 -0.231
H 3.3926 -2.2386 -4.0125 -0.043 -0.068 0.065
H 1.7910 -2.9380 -3.7312 0.054 0.190 0.045
H 1.1145 1.7019 -4.6132 -0.307 -0.046 0.020
C -0.9316 2.1861 -4.1618 0.124 0.146 -0.045
C -0.0272 1.3772 -6.3931 0.038 0.442 -0.085
H 0.8416 0.9697 -6.9212 -0.214 0.041 0.154
H -0.0992 2.4361 -6.6730 -0.058 -0.116 -0.147
H -0.9317 0.8744 -6.7554 0.194 0.104 0.057
H -0.8053 2.1761 -3.0716 -0.028 -0.066 -0.296
H -1.9550 1.8645 -4.3895 0.194 0.070 0.053
H -0.8195 3.2222 -4.5031 -0.114 -0.045 0.048
C -1.0897 -2.8289 -4.7241 -0.190 -0.060 -0.002
H -0.7084 -1.2775 -6.1900 -0.309 -0.207 0.072
C -2.4974 -0.7714 -5.0836 -0.147 -0.163 0.001
H -0.1402 -3.3543 -4.8859 -0.149 0.276 0.085
H -1.8535 -3.3699 -5.2981 0.071 0.030 0.095
H -1.3477 -2.9160 -3.6602 0.070 0.012 -0.178
H -2.8106 -0.6346 -4.0401 0.037 0.001 -0.173
H -3.1999 -1.4726 -5.5539 0.051 0.080 0.105
H -2.6166 0.1856 -5.6066 0.188 -0.204 0.193
I -1.0241 2.3804 -0.0570 -0.343 1.017 -0.425
```
Positions in Å, forces in eV/Å.

Look up the energy of the first one. -30514.254 eV